Here is C16H20Cl6IrN2O6S as an isolated structure from the Open Molecules 2025 dataset. Energies are from the ωB97M-V functional and the def2-TZVPD basis.

```
! wB97M-V def2-TZVPD RIJCOSX def2/J DEFGRID3
* xyz 2 2
Ir -0.01594 -0.75096 0.02887
Cl -4.07025 0.16018 5.69148
C -3.00205 -0.42125 4.54112
C -2.72809 0.37963 3.38229
Cl -3.45656 1.89685 3.18204
C -1.86816 -0.10938 2.44923
Cl -1.48237 0.79317 1.00968
C -1.22256 -1.37654 2.57886
O -0.42744 -1.82180 1.70114
C -1.50486 -2.15867 3.75841
Cl -0.73164 -3.65052 3.90424
C -2.38156 -1.68155 4.71206
Cl -2.72150 -2.60273 6.09832
O 0.96432 -1.45446 -3.29635
Cl 1.51906 -0.75347 -2.21573
O 2.74101 -0.13180 -2.48466
O 1.61108 -1.64864 -0.99206
O 0.52240 0.25841 -1.67711
N -1.39299 -1.68712 -1.09614
C -1.78907 -2.20833 -2.05684
N -2.29234 -2.80702 -3.07162
C -2.56284 -2.09295 -4.34332
C -1.78217 -2.74464 -5.47505
C -2.03930 -4.24863 -5.53067
C -1.70720 -4.90915 -4.19456
C -2.51050 -4.27463 -3.07109
H -2.29725 -1.04581 -4.20779
H -3.63893 -2.15986 -4.51860
H -0.71586 -2.55302 -5.33434
H -2.07922 -2.26730 -6.40948
H -1.44665 -4.69667 -6.32719
H -3.08895 -4.43496 -5.77859
H -0.63991 -4.80632 -3.97945
H -1.93474 -5.97520 -4.22132
H -2.24247 -4.65944 -2.08885
H -3.58125 -4.42986 -3.22291
C 4.54094 -0.06160 3.43007
C 3.16718 0.44051 3.00268
S 2.84464 0.00466 1.28721
O 1.32253 0.30883 1.15850
C 3.64711 1.36257 0.41207
C 2.91840 2.69068 0.50444
H 4.70879 0.21271 4.47013
H 5.34226 0.38823 2.84457
H 4.61537 -1.14474 3.34637
H 3.06071 1.51954 3.10873
H 2.36299 -0.04804 3.55311
H 3.74182 1.02353 -0.62011
H 4.65217 1.39508 0.84019
H 1.94415 2.63419 0.02310
H 3.51017 3.44164 -0.01691
H 2.78325 3.02914 1.53062
*
```

Calculated values
ΔE to the lowest compared entry with this formula, charge and spin   0.0 kcal per mole
Kohn-Sham gap (spin up / spin down)   0.2968 / 0.2088 Ha
E   -120966.3769 eV
Highest occupied orbital energy (spin up / spin down)   -0.54607 / -0.54697 Ha

These are the natural (NBO) partial charges, in e, on atoms 1 to 8:
1. Ir 1.2714
2. Cl 0.2407
3. C -0.0051
4. C -0.0479
5. Cl 0.1676
6. C -0.1614
7. Cl 0.2942
8. C 0.4689

Here is a 3-piece molecular cluster, C16H20F3NO3S overall at a distorted geometry from the Open Molecules 2025 dataset. Energies are from the ωB97M-V functional and the def2-TZVPD basis.

```
! wB97M-V def2-TZVPD RIJCOSX def2/J DEFGRID3
* xyz 0 1
C -1.56147 -2.87653 1.01451
C -0.74673 -1.45903 0.74410
C -1.71938 -0.15120 0.56835
O -2.51682 0.19973 1.75340
C -3.95547 0.40661 1.37831
N -4.63060 -0.93107 1.59475
S -5.37062 -1.56479 0.14561
O -6.06020 -0.51348 -0.75598
O -4.28184 -2.26881 -0.74922
F -6.45846 -2.82672 0.63351
H -2.69247 -2.71754 1.30920
H -1.56824 -3.59573 0.06923
H -1.06309 -3.43026 1.94189
H 0.12536 -1.31598 1.53650
H -0.18808 -1.61612 -0.29776
H -2.36334 -0.24827 -0.43176
H -0.99892 0.77833 0.36754
H -4.08859 0.86022 0.30651
H -4.38633 1.22661 2.13063
H -5.27177 -0.93481 2.42092
F 0.88026 1.20871 -0.71072
C 0.86106 2.53531 -0.89612
C -0.26328 3.13168 -1.45634
C -0.28573 4.51355 -1.64482
C 0.82198 5.28304 -1.28062
C 1.94781 4.67450 -0.72373
C 1.96550 3.29419 -0.52511
H -1.11099 2.51691 -1.74078
H -1.16304 4.99038 -2.07484
H 0.80578 6.36026 -1.43193
H 2.81036 5.27495 -0.44485
H 2.82880 2.80593 -0.08528
F 2.42529 -1.00257 1.62547
C 3.27682 -1.48144 0.70884
C 4.49215 -0.83818 0.50185
C 5.38128 -1.33944 -0.44882
C 5.04000 -2.47321 -1.19035
C 3.81560 -3.10884 -0.97881
C 2.93164 -2.61391 -0.02032
H 4.73650 0.04609 1.08134
H 6.33728 -0.84837 -0.61271
H 5.73189 -2.86121 -1.93488
H 3.55042 -3.98870 -1.56004
H 1.97962 -3.10080 0.16331
*
```

Calculated values
ΔE to the lowest compared entry with this formula, charge and spin   136.7 kcal per mole
Kohn-Sham gap   0.3103 Ha
E   -43531.5083 eV
Highest occupied orbital energy   -0.34124 Ha
SMILES   CCCOCNS(=O)(=O)F.Fc1ccccc1.Fc1ccccc1

These are the natural (NBO) partial charges, in e, on atoms 1 to 8:
1. C -0.6450
2. C -0.4458
3. C -0.0994
4. O -0.5430
5. C 0.0474
6. N -0.8088
7. S 2.2316
8. O -0.8210

Here is C16H20N3O3PtS5 as an isolated structure at a distorted geometry from the Open Molecules 2025 dataset. Energies are from the ωB97M-V functional and the def2-TZVPD basis.

```
! wB97M-V def2-TZVPD RIJCOSX def2/J DEFGRID3
* xyz -1 1
Pt -0.40289 1.75479 -0.38508
S -0.45693 8.75807 -2.12067
C -0.44147 7.15938 -1.65710
S 0.99450 6.25408 -1.41502
C 0.26153 4.71087 -1.10739
C -1.07159 4.68674 -1.16135
S -1.97079 3.18754 -0.89253
S -1.85165 6.19262 -1.53047
S 1.17983 3.22055 -0.84194
C -3.98265 -1.93494 -2.49140
C -2.48776 -1.60417 -2.54435
C -1.63734 -2.86814 -2.37701
C -2.13586 -0.87894 -3.84794
C -2.14530 -0.68099 -1.43787
N -1.76847 0.06255 -0.65597
H -4.20589 -2.67891 -3.25862
H -4.58263 -1.04475 -2.68200
H -4.27005 -2.34236 -1.52150
H -1.91283 -3.57687 -3.16073
H -1.80383 -3.33567 -1.40538
H -0.57502 -2.63544 -2.46355
H -2.34689 -1.54985 -4.68320
H -1.08286 -0.59980 -3.87366
H -2.72594 0.02965 -3.96318
C 3.78685 0.74964 2.16547
C 3.40088 -0.61790 1.61806
C 1.94568 -1.02420 1.91082
C 1.65625 -2.38210 1.25315
C 0.22819 -2.87620 1.44285
C 1.77565 -1.15330 3.41845
O 2.42275 -1.96550 4.05937
N 0.88035 -0.31436 4.00970
C 0.02186 0.61233 3.34802
O -0.74899 1.24465 4.03570
N 0.13060 0.71590 1.98794
C 1.01137 0.01198 1.32756
O 1.09679 0.19801 0.05836
H 4.81330 1.00109 1.89140
H 3.72404 0.77444 3.25711
H 3.14094 1.54036 1.77410
H 4.03843 -1.39537 2.04304
H 3.51356 -0.63876 0.53349
H 2.36756 -3.09834 1.66756
H 1.87590 -2.25752 0.19201
H -0.01030 -3.02048 2.50031
H 0.07884 -3.83563 0.94168
H -0.49824 -2.16787 1.03324
H 0.77049 -0.38688 5.00853
*
```

Calculated values
ΔE to the lowest compared entry with this formula, charge and spin   21.5 kcal per mole
Kohn-Sham gap   0.2222 Ha
E   -84957.6574 eV
Highest occupied orbital energy   -0.14337 Ha

These are the natural (NBO) partial charges, in e, on atoms 1 to 8:
1. Pt 0.6009
2. S -0.1808
3. C -0.5680
4. S 0.4852
5. C -0.4344
6. C -0.4301
7. S -0.1150
8. S 0.4842

Here is C16H20N3OV as an isolated structure at a distorted geometry from the Open Molecules 2025 dataset. Energies are from the ωB97M-V functional and the def2-TZVPD basis.

```
! wB97M-V def2-TZVPD RIJCOSX def2/J DEFGRID3
* xyz 2 1
V -0.77771 1.29341 0.39992
C 0.82835 0.13959 2.64889
N -0.36290 0.33567 2.15807
C -1.55132 0.65675 3.02915
C -0.96551 -1.16223 1.57298
C -1.07826 -2.25520 2.45162
C -1.40956 -3.52027 1.98397
C -1.64054 -3.72653 0.62854
C -1.53724 -2.67028 -0.27175
C -1.20058 -1.38605 0.17247
N -1.30791 -0.18287 -0.75857
C -0.19035 -0.18913 -1.80085
C -0.17990 -1.12875 -2.84396
C 0.71498 -1.00204 -3.90161
C 1.61564 0.05697 -3.93852
C 1.62707 0.99908 -2.91937
C 0.73695 0.90560 -1.83493
N 0.92705 1.96165 -0.50565
C 0.45340 3.21073 -1.23843
C 2.13334 1.87277 -0.03099
H 0.87930 -0.49003 3.55587
H 1.12966 1.17179 2.91007
H 1.53986 -0.27408 1.91952
H -1.56555 0.04739 3.95137
H -2.57247 0.66159 2.59773
H -1.30087 1.69817 3.29686
H -0.90164 -2.12369 3.51152
H -1.48966 -4.34727 2.67709
H -1.90665 -4.71312 0.27283
H -1.74810 -2.88211 -1.30365
H -0.86431 -1.95489 -2.87795
H 0.70802 -1.72942 -4.70208
H 2.30918 0.14618 -4.76417
H 2.34010 1.81221 -2.97304
H 1.21901 3.58889 -1.94173
H 0.37631 3.91012 -0.38849
H -0.52657 3.21187 -1.75820
H 2.94569 2.21124 -0.70126
H 2.38504 0.85676 0.30300
H 2.08764 2.54523 0.84501
O -1.87902 2.44427 0.56872
*
```

Calculated values
ΔE to the lowest compared entry with this formula, charge and spin   92.6 kcal per mole
Kohn-Sham gap   0.2174 Ha
E   -49100.4554 eV
Highest occupied orbital energy   -0.58092 Ha

These are the natural (NBO) partial charges, in e, on atoms 1 to 8:
1. V 1.7122
2. C -0.4367
3. N -0.4346
4. C -0.4456
5. C 0.0437
6. C -0.2220
7. C -0.1661
8. C -0.1352